Below is C44H50N8OPbSSeSi as an isolated structure, with properties calculated with ωB97M-V/def2-TZVPD.

The geometry in XYZ format:
```
107
Properties=species:S:1:pos:R:3:forces:R:3
Pb -0.244680 0.311011 0.390500 -0.09 -0.58 -1.05
C -4.043951 -1.256605 -1.036395 -0.05 0.03 -0.04
C -2.829827 -1.198910 -1.911731 0.05 -0.06 0.04
C -2.684455 -0.171019 -2.837020 0.02 0.03 0.00
C -1.571231 -0.106046 -3.653665 -0.02 0.09 -0.05
C -0.581704 -1.071649 -3.557344 0.02 -0.07 -0.04
C -0.711894 -2.095868 -2.637622 0.11 -0.03 -0.10
C -1.826970 -2.153900 -1.819532 -0.12 0.03 -0.05
H -3.966038 -2.072220 -0.321751 -0.05 -0.05 0.09
H -4.942395 -1.408222 -1.634667 -0.07 -0.03 0.01
H -4.161452 -0.319946 -0.492688 -0.05 0.02 0.10
H -3.454894 0.582746 -2.916251 -0.13 0.10 -0.03
H -1.473803 0.703602 -4.363755 0.00 0.06 -0.09
H 0.286428 -1.025312 -4.198203 0.12 0.00 -0.07
H 0.059221 -2.840997 -2.528798 0.06 -0.04 -0.01
H -1.906841 -2.951734 -1.097275 -0.02 -0.11 0.14
Se -3.316059 2.712511 5.328011 -0.02 -0.15 0.17
N -3.285685 3.542242 3.798183 -0.12 0.50 0.34
C -3.066951 3.052719 2.582935 0.27 -0.17 -0.47
C -3.054306 4.014071 1.549853 0.14 -0.30 -0.24
C -2.781652 3.657960 0.249718 -0.11 0.36 0.01
C -2.479011 2.327652 -0.016199 -0.33 -0.02 0.41
N -2.479647 1.373779 0.908166 -0.30 0.11 -0.29
C -2.816680 1.678777 2.177832 -0.37 -0.04 0.68
N -2.982405 0.683532 3.041045 0.10 1.15 0.26
H -3.261200 5.036475 1.824803 -0.01 0.09 0.09
H -2.780103 4.393755 -0.541236 0.01 -0.04 -0.04
H -2.244198 1.998102 -1.019878 0.14 -0.03 -0.10
C 3.149297 -3.247276 1.255068 -0.54 0.60 -0.09
S 2.026928 -2.053547 0.374139 1.95 -0.53 -0.01
O 1.180740 -2.913726 -0.452351 -1.00 -0.67 -0.50
C 3.351794 -1.459186 -0.698688 -0.17 -0.09 0.14
C 4.182047 -0.382925 -0.104000 0.06 -0.15 0.13
C 5.270110 0.195446 -1.048719 0.22 -0.12 -0.13
C 5.448440 -0.512107 -2.347250 0.06 -0.18 0.00
C 4.596108 -1.444002 -2.775709 0.58 0.30 -0.04
C 3.488110 -1.885004 -1.951934 -0.48 -0.29 0.56
H 3.615634 -3.886096 0.513186 -0.05 0.03 -0.20
H 2.522629 -3.834253 1.917031 -0.13 -0.01 0.15
H 3.894459 -2.705806 1.824439 0.15 0.10 0.15
H 4.541379 -0.662313 0.887487 0.07 0.01 0.06
H 6.244813 0.308903 -0.568390 -0.09 0.04 0.06
H 6.320904 -0.242442 -2.923929 0.06 -0.01 -0.16
H 4.744674 -1.932635 -3.728077 0.06 0.01 -0.07
H 2.810804 -2.630874 -2.341645 -0.19 -0.07 0.02
C -2.811209 -0.694136 2.755737 0.96 -0.76 -0.38
Si -0.930017 -1.243611 2.464756 -0.81 -0.74 0.96
C -1.232542 -3.142616 2.413560 0.28 0.57 -0.21
C 0.047001 -0.975037 4.086303 -0.24 0.11 -0.42
C -0.505956 -0.546404 5.288798 -0.12 -0.08 -0.11
C 0.264365 -0.420707 6.432559 0.03 0.07 0.19
C 1.618302 -0.707577 6.397840 0.04 0.02 0.04
C 2.195673 -1.106626 5.202645 0.16 -0.10 0.06
C 1.417307 -1.229464 4.067970 -0.11 -0.04 -0.08
H -3.244376 -1.268979 3.571685 -0.04 -0.04 0.09
H -3.353211 -0.937169 1.843352 -0.01 -0.17 -0.12
H -3.084890 0.953639 4.022005 -0.09 0.12 -0.12
H -1.497688 -3.535408 3.390985 -0.03 0.07 0.24
H -0.355154 -3.675983 2.066087 0.19 -0.18 -0.12
H -2.046121 -3.370341 1.731486 -0.14 -0.07 -0.23
H -1.558432 -0.309802 5.344733 -0.16 0.02 0.05
H -0.193996 -0.102071 7.358638 -0.04 0.05 0.05
H 2.222644 -0.609925 7.289657 0.01 0.00 0.04
H 3.254683 -1.322930 5.158083 0.08 0.00 0.00
H 1.872863 -1.525264 3.133605 0.17 -0.04 -0.08
C 1.299357 1.867264 -2.911976 -0.08 0.00 0.00
C 2.401655 1.539559 -1.973791 -0.11 -0.09 0.16
N 2.205747 0.998893 -0.834741 -0.28 0.07 -0.07
C 3.451394 0.976458 -0.110442 0.09 0.45 0.18
C 4.511848 1.554784 -1.082050 0.25 0.19 0.16
N 3.710154 1.864960 -2.246994 0.24 0.20 -0.08
C 4.199759 2.692434 -3.303163 -0.20 0.24 0.28
N 5.111476 1.986110 -4.162836 0.04 -0.54 -0.71
N 6.427067 2.253421 -4.129411 0.06 0.86 0.80
N 7.064139 1.475016 -4.893177 0.89 -0.26 -0.30
C 6.186039 0.614196 -5.484811 -1.32 0.09 0.24
C 6.374883 -0.448810 -6.368356 -0.03 0.11 0.07
C 5.254316 -1.142108 -6.761426 0.19 -0.11 -0.10
C 3.976304 -0.803020 -6.295485 -0.20 0.09 0.08
C 3.768816 0.237039 -5.420047 -0.25 -0.02 -0.06
C 4.891040 0.943024 -5.012873 0.81 -0.04 -0.37
H 0.403827 1.346189 -2.588075 -0.02 -0.02 0.01
H 1.530308 1.586806 -3.936071 -0.03 0.01 -0.08
H 1.106362 2.939988 -2.884116 -0.01 0.09 -0.04
H 3.292844 1.445742 0.860121 0.14 -0.02 0.05
H 5.104057 2.420470 -0.776294 0.00 -0.01 -0.01
H 4.773927 3.538773 -2.901484 -0.10 -0.13 -0.13
H 3.363830 3.075453 -3.893756 0.08 -0.06 0.07
H 7.362645 -0.703068 -6.714528 0.13 -0.05 -0.08
H 5.349436 -1.971312 -7.446110 0.04 -0.07 -0.05
H 3.128960 -1.387868 -6.620080 -0.08 -0.05 -0.07
H 2.783049 0.471453 -5.054855 -0.11 -0.03 0.02
C 1.033009 3.937387 4.445544 0.00 -0.05 -0.03
C 2.051042 3.236508 3.540454 0.14 0.11 0.08
C 2.832506 4.274580 2.724561 -0.08 -0.05 0.04
C 3.017533 2.398594 4.385363 -0.11 0.04 -0.03
C 1.332225 2.357770 2.618560 0.18 0.21 0.20
C 0.744981 1.649768 1.836977 -0.29 0.00 0.02
H 1.534284 4.635306 5.113955 0.07 0.07 0.08
H 0.493074 3.206115 5.044280 -0.06 -0.06 0.05
H 0.307255 4.485985 3.848201 -0.06 0.06 -0.03
H 3.322787 4.988597 3.383629 0.08 0.07 0.09
H 2.160220 4.815213 2.061549 -0.04 0.07 -0.05
H 3.592225 3.786356 2.115471 0.06 -0.03 -0.06
H 3.566474 3.033807 5.078766 0.06 0.10 0.08
H 3.733772 1.882250 3.747501 0.07 -0.05 -0.05
H 2.468434 1.650574 4.952409 -0.02 -0.06 0.05
```
Positions in Å, forces in eV/Å.

Output
- Molar mass: 1053.25 u
- 2S+1: 1

These are the Löwdin partial charges, in e, on atoms 1 to 4: Pb 1.016; C -0.047; C -0.301; C -0.077



Below is CH7IN3 as an isolated structure, with properties calculated with ωB97M-V/def2-TZVPD.

The geometry in XYZ format:
```
12
Properties=species:S:1:pos:R:3:forces:R:3
C -0.746400 -0.179799 -0.428915 -1.18 1.24 0.23
N -0.287764 0.721121 -1.306576 1.72 -1.35 1.55
N -0.012907 -1.105795 0.168937 1.18 2.18 -1.42
N 1.314816 -1.183285 -0.241041 -0.11 0.03 -1.05
I -2.699881 0.087588 0.230658 0.00 -0.41 -0.23
H -0.373012 1.680859 1.664504 0.29 1.53 1.09
H 1.368158 -2.092990 -0.633688 0.86 -0.83 -0.59
H -0.772200 1.400349 -1.836405 -1.52 0.25 -0.10
H -0.217356 -1.615141 0.981326 -1.41 -0.53 1.12
H 2.006838 -1.059475 0.471022 0.01 0.14 0.77
H 0.674769 1.014570 -1.189086 0.40 -0.75 -0.33
H -0.255060 2.331995 2.119268 -0.23 -1.49 -1.05
```
Positions in Å, forces in eV/Å.

Output
- Molar mass: 187.99 u
- Net charge: +1
- 2S+1: 1

These are the natural (NBO) partial charges, in e, on atoms 1 to 4: C 0.383; N -0.748; N -0.397; N -0.661



Below is a 2-piece molecular cluster, C3H9F2NSi overall, with properties calculated with ωB97M-V/def2-TZVPD.

The geometry in XYZ format:
```
16
Properties=species:S:1:pos:R:3:forces:R:3
C -1.118515 -0.773104 -1.290953 1.89 -0.82 0.77
C -1.102737 0.803945 0.540302 -1.59 0.42 -3.09
C 2.415107 -0.539496 0.901243 -3.62 2.24 -1.41
N -0.621712 -0.484168 0.047362 -0.38 1.05 0.39
F 0.726496 -2.687624 -0.011112 -0.10 -0.30 0.00
F 4.142330 1.100719 -0.710480 -0.56 -0.60 0.42
Si 0.810337 -1.174214 0.447186 3.56 0.21 1.02
H -1.982846 -0.260885 -1.432756 -2.85 1.23 -0.38
H -0.404084 -0.333334 -1.935357 0.61 0.11 -1.45
H -1.251594 -1.820762 -1.466269 0.00 -0.53 -0.13
H -1.046366 1.681820 -0.233814 0.53 -1.53 1.48
H -2.160277 0.659991 0.675168 -0.84 0.06 -0.15
H -0.827412 1.042143 1.502425 1.57 0.69 1.91
H 3.082130 -1.044543 1.494355 1.49 -1.42 1.17
H 3.561088 0.470084 -0.263181 0.58 0.47 -0.64
H 2.431052 0.580800 1.071655 -0.29 -1.30 0.08
```
Positions in Å, forces in eV/Å.

Output
- Molar mass: 125.19 u
- 2S+1: 1
- SMILES string: C=[Si](F)N(C)C.F

These are the natural (NBO) partial charges, in e, on atoms 1 to 4: C -0.404; C -0.404; C -1.381; N -0.908



Below is a 2-piece molecular cluster, C10H11N overall, with properties calculated with ωB97M-V/def2-TZVPD.

The geometry in XYZ format:
```
22
Properties=species:S:1:pos:R:3:forces:R:3
C 1.794278 -0.821896 -1.405469 0.09 -0.10 0.22
C 2.217972 -1.171775 -0.189887 -0.02 0.07 -0.24
H 2.485474 -0.773636 -2.254665 -0.29 -0.02 0.31
H 0.742947 -0.572788 -1.589498 0.50 -0.13 0.01
H 3.269304 -1.420891 -0.005851 -0.41 0.08 -0.05
H 1.526777 -1.220044 0.659317 0.36 -0.04 -0.36
C -0.790117 -0.979497 1.819883 0.29 -0.04 0.70
C 0.054372 -0.166002 2.541098 -0.31 -0.33 -0.09
C -1.801546 0.243326 -1.635084 -0.17 -0.14 -0.13
C -1.067024 1.447591 -1.593563 0.08 0.22 0.00
C -1.792174 -0.644097 -0.569851 -0.09 -0.06 -0.09
C -0.307084 1.788608 -0.483374 -0.05 0.17 -0.16
C -1.031890 -0.328658 0.571176 0.04 0.48 -0.34
C -0.299459 0.891609 0.589658 -0.29 -0.27 -0.08
N 0.347759 0.957001 1.800561 0.46 0.57 0.28
H -1.188405 -1.936761 2.156204 0.16 0.40 -0.15
H 0.476625 -0.298145 3.537263 -0.18 0.04 -0.42
H -2.390852 0.008893 -2.531386 0.29 0.11 0.44
H -1.097278 2.127292 -2.455361 0.02 -0.34 0.42
H -2.368178 -1.577801 -0.615000 0.28 0.44 0.02
H 0.263912 2.725956 -0.452524 -0.26 -0.46 -0.01
H 0.954587 1.721714 2.106352 -0.50 -0.67 -0.28
```
Positions in Å, forces in eV/Å.

Output
- Molar mass: 145.21 u
- 2S+1: 1
- SMILES string: c1ccc2[nH]ccc2c1.C=C

These are the natural (NBO) partial charges, in e, on atoms 1 to 4: C -0.389; C -0.405; H 0.190; H 0.205



Relative energy (zero: lowest compared OMol25 entry of this formula, charge and spin)? In order: 293.5; 308.7; 371.3; 17.2 kJ/mol.
F_max? In order: 2.0; 2.9; 4.5; 0.9 eV Å⁻¹.